Entry from the Open Molecules 2025 dataset: a cluster of 16 separate species, C64H176N16O16 in total at a distorted geometry (ωB97M-V with the def2-TZVPD basis set).

Geometry as ORCA input:
```
! wB97M-V def2-TZVPD RIJCOSX def2/J DEFGRID3
* xyz 0 1
O 3.120 -6.415 -5.597
O 3.699 -4.269 0.804
O -0.363 -4.671 -2.734
O 3.353 -0.627 -6.029
O -1.798 -0.947 3.000
O -5.239 -2.503 0.727
O -1.183 1.499 -0.249
O -1.201 4.322 -2.817
O -1.647 6.652 2.205
O 5.330 5.808 -0.627
O -2.916 0.157 -5.156
O 5.812 2.317 1.667
O -0.035 -7.283 3.415
O -8.365 4.140 2.008
O 2.357 4.664 3.505
O 4.937 -2.372 6.232
N -5.461 3.746 1.843
N 3.934 2.134 -5.725
N -0.832 7.565 -1.091
N -4.871 1.092 3.221
N 1.679 1.121 3.402
N 0.969 -10.027 3.834
N 3.742 -0.121 5.272
N 1.953 7.090 -0.939
N 3.431 1.353 0.418
N 4.443 -5.643 -2.215
N -5.645 0.998 -5.250
N -4.775 6.584 1.872
N -1.910 -6.101 -0.732
N -5.621 -2.563 -2.178
N 0.077 -3.932 0.039
N -0.514 -1.164 0.424
C 4.018 -6.528 -4.502
C -1.498 6.326 -1.458
C 2.751 3.303 3.599
C 5.446 0.936 1.778
C -1.567 -5.311 -2.983
C -0.316 6.108 2.194
C 1.429 2.549 3.680
C -7.785 3.354 0.945
C 2.523 -3.584 0.344
C 2.387 -1.451 -6.604
C -4.603 1.858 -5.505
C 6.949 2.703 2.398
C -5.568 2.798 -0.288
C -3.972 6.672 3.124
C 2.390 4.924 -0.205
C -6.295 3.735 0.675
C -0.596 5.542 -2.507
C 3.846 1.188 -4.636
C -0.364 -8.381 2.520
C -4.283 2.584 -4.172
C -3.388 1.092 -6.103
C 1.193 -0.519 -1.077
C 0.822 2.704 5.021
C 0.597 -0.222 0.318
C 3.494 2.144 -3.507
C -4.489 -1.807 -1.565
C 3.502 5.510 3.241
C -4.682 -1.455 -0.059
C -2.661 1.863 3.574
C 4.922 -3.622 0.575
C 0.713 -9.458 2.551
C 1.487 -5.896 -0.136
C 3.517 -2.273 6.399
C -0.661 -6.033 3.148
C -1.425 -2.204 3.548
C -0.342 3.279 -3.359
C 2.896 0.082 -4.856
C 0.024 1.235 0.562
C -2.891 -7.483 -2.424
C -2.872 6.618 -1.932
C 0.453 -10.590 1.561
C -1.735 2.787 -0.122
C -8.530 5.506 1.631
C 2.979 6.314 -0.370
C -1.740 -6.540 -2.109
C -1.661 -0.463 -5.523
C 1.325 -4.491 0.546
C 5.623 4.434 -0.988
C -4.314 -3.616 0.940
C 4.538 0.448 0.586
C 5.481 -3.256 7.152
C -3.516 0.778 2.889
C -3.189 -0.721 3.293
C 4.178 6.368 -1.317
C 3.968 -4.013 -3.999
C 3.688 -5.434 -3.459
C 1.714 -6.479 -5.382
C 3.165 -1.963 3.888
C -0.337 -3.402 -3.264
C 3.027 -1.387 5.268
C -4.924 6.135 4.167
C 5.307 0.384 -0.759
C -4.352 -0.595 -2.369
C -2.637 5.899 2.936
H 2.432 -2.694 0.966
H 3.980 -7.497 -4.005
H 4.172 -0.513 0.948
H 1.849 -0.901 -7.376
H 5.077 -3.469 -0.493
H -5.182 3.009 -3.726
H -3.786 1.992 -3.403
H 1.361 -11.174 1.414
H -1.511 -2.203 4.635
H 4.921 0.913 2.733
H 4.372 2.758 -3.308
H 3.449 1.622 -2.551
H 2.437 -6.306 0.206
H -3.776 -1.030 0.373
H 2.571 2.716 -3.603
H -5.464 5.217 3.938
H -5.138 2.844 2.160
H 1.642 -1.795 -5.886
H -3.640 -2.479 -1.693
H -3.494 -0.946 4.315
H -4.511 2.974 -0.488
H -7.567 6.014 1.675
H 0.263 -10.703 4.088
H 1.688 -9.111 2.209
H -3.773 -6.938 -2.761
H 1.445 2.154 5.726
H 1.922 0.507 -5.100
H -1.603 5.651 -0.608
H -1.011 2.475 -3.667
H 4.039 5.975 -2.324
H -3.409 -3.309 1.465
H -1.498 -0.626 -6.588
H 3.109 6.483 2.946
H -6.239 4.748 0.276
H -5.345 -0.590 -0.038
H 4.876 -4.162 7.117
H -0.009 -4.001 -0.965
H -2.414 -4.640 -2.840
H 0.128 7.290 -0.936
H -2.028 -3.063 3.253
H -5.991 -3.040 -1.368
H -5.231 0.031 -2.528
H -1.151 -5.545 -0.365
H -6.059 2.642 -1.248
H 5.726 1.314 -1.142
H -1.626 1.579 3.382
H 7.829 2.242 1.950
H -8.906 5.602 0.612
H -0.295 -3.378 -4.353
H 0.079 -2.944 0.248
H -3.540 0.639 -7.083
H 2.844 -2.346 -7.026
H -3.780 7.718 3.363
H 1.375 -5.792 -1.215
H 0.144 6.162 3.181
H 4.179 5.080 2.503
H 0.254 -10.151 0.583
H -2.721 -5.519 -0.580
H 1.266 -0.459 1.146
H 3.663 -3.296 -3.237
H 3.419 -3.768 -4.909
H 1.362 -5.483 -5.113
H 7.032 2.641 3.483
H 5.058 -2.700 1.141
H -0.064 -5.214 3.549
H -9.248 5.977 2.302
H 3.412 2.955 2.805
H 5.074 3.640 -0.483
H -6.353 -1.911 -2.418
H 0.230 6.671 1.437
H -8.298 3.291 -0.016
H 1.920 0.191 -1.471
H 0.291 3.577 -4.195
H -3.459 5.722 -2.130
H -4.163 -0.979 -3.371
H -2.829 7.095 -2.911
H 2.251 4.387 -1.143
H 1.987 -1.161 5.502
H 4.199 -2.202 3.640
H -2.398 2.966 -0.969
H 4.025 -5.202 -1.408
H -1.314 -1.314 -4.938
H -6.090 3.817 2.630
H -1.232 -0.748 -0.151
H 3.275 -1.928 7.404
H 0.288 2.887 -2.560
H 5.572 -2.740 8.108
H 5.779 4.256 -2.052
H -3.983 -4.089 0.015
H -0.167 2.249 5.076
H -2.613 1.834 -6.295
H 3.976 5.716 4.201
H 2.742 -1.333 3.106
H -4.909 2.482 -6.344
H -0.806 -7.100 -2.068
H -3.641 3.449 -4.340
H 4.452 -6.631 -2.004
H -0.378 -2.352 3.283
H 2.929 1.317 1.293
H -1.240 7.922 -0.238
H -5.577 1.787 0.121
H -1.617 -5.965 3.668
H -5.897 0.452 -6.061
H 0.844 2.981 2.869
H 0.457 -0.645 -1.871
H -5.731 6.856 4.293
H 4.663 -0.449 5.526
H -0.849 -5.839 2.092
H 3.016 -3.240 6.347
H 2.674 -3.377 -0.716
H -1.599 -5.614 -4.030
H 1.437 -7.176 -4.592
H -0.914 0.286 -5.262
H -0.280 6.069 -3.407
H 4.764 -0.067 -1.589
H -2.857 5.015 2.337
H -0.437 -11.172 1.800
H -3.322 7.306 -1.216
H -0.857 -0.952 1.350
H -5.510 0.339 3.007
H 0.795 1.992 0.421
H 0.592 -2.969 -2.893
H 0.880 0.514 3.518
H -5.046 5.617 1.758
H -2.158 2.971 0.865
H -3.837 -1.440 2.792
H 6.196 0.149 1.848
H 0.414 5.357 -2.143
H 5.728 -4.295 0.869
H 0.825 -9.348 4.567
H 1.204 -4.574 1.626
H -0.278 5.059 1.900
H -0.948 3.536 -0.217
H 3.521 0.458 6.070
H -4.884 -4.306 1.561
H -4.074 6.591 1.144
H 0.675 -6.571 0.135
H 3.018 4.283 0.413
H -7.874 2.336 1.325
H 2.347 0.747 4.060
H -4.909 1.092 4.231
H 6.517 -3.368 6.831
H 2.504 -2.827 3.809
H 1.403 4.938 0.257
H -4.470 5.962 5.143
H 6.200 -0.191 -0.515
H 5.029 -3.887 -4.212
H 3.006 2.493 -5.895
H 3.365 3.238 4.497
H 1.135 -6.755 -6.264
H -5.088 0.408 -4.649
H -3.344 0.926 1.823
H -2.139 5.605 3.860
H 5.059 -6.411 -4.802
H 2.865 -0.647 -4.046
H 7.132 3.765 2.231
H 3.759 2.282 0.641
H -3.525 0.020 -2.014
H 3.190 6.700 0.628
H 4.829 0.729 -4.529
H -2.730 1.932 4.659
H 4.108 1.635 -6.586
H -3.176 -8.132 -1.597
H 2.121 7.907 -0.369
H -2.605 -8.147 -3.240
H -1.345 -8.741 2.831
H 2.206 7.368 -1.876
H 0.826 3.762 5.283
H 1.626 -1.516 -1.004
H -2.798 2.853 3.138
H -0.533 -8.025 1.503
H 2.637 -5.470 -3.175
H -1.202 -2.877 -2.860
H 6.644 4.309 -0.626
H 4.386 7.435 -1.390
H -0.290 1.434 1.587
*
```

ΔE to the lowest compared entry with this formula, charge and spin: 511.05 kJ/mol
molecular weight: 1426.2 g/mol
E: -4623.49038 Eh